The following is a quantum chemistry calculation of one molecule with the formula C3H3N3O at a distorted geometry, from the OMol25 dataset.

The geometry in XYZ format:
```
10
Properties=species:S:1:pos:R:3
O -1.12682 -0.80902 1.59784
C -0.21564 -0.32514 0.65640
C -0.39077 -0.58843 -0.64182
C 0.20070 0.39211 -1.33182
N 1.00891 1.29776 -0.89273
N 1.15918 1.48309 0.49972
N 0.70684 0.48922 1.16693
H -0.48450 -0.61349 2.26233
H -1.14118 -1.45004 -0.92418
H 0.28327 0.12394 -2.39267
```

ΔE to the lowest compared entry with this formula, charge and spin = 3.696 eV
E_HOMO = -10.12 eV
SMILES = Oc1ccnnn1
multiplicity = 1

Atomic partial charges in e from the Mulliken method, atoms 1 to 5:
1. O -0.472
2. C 0.601
3. C -0.216
4. C -0.130
5. N -0.271

The following is a quantum chemistry calculation of one molecule with the formula C3H3N3O at a distorted geometry, from the OMol25 dataset.

The geometry in XYZ format:
```
10
Properties=species:S:1:pos:R:3
O 2.63559 -0.60930 -0.14831
C 1.77186 0.23589 0.07403
N 0.35757 0.04087 0.00459
C -0.65793 0.89842 -0.10885
N -1.80129 0.26237 -0.05590
C -1.44590 -1.02984 0.00324
N -0.13039 -1.26591 0.01843
H 2.00574 1.34142 0.42279
H -0.56975 1.99666 -0.16833
H -2.16549 -1.87057 -0.04170
```

ΔE to the lowest compared entry with this formula, charge and spin = 1.131 eV
E_HOMO = -10.76 eV
SMILES = O=Cn1cncn1
multiplicity = 1

Atomic partial charges in e from the Mulliken method, atoms 1 to 5:
1. O -0.423
2. C 0.118
3. N 0.449
4. C 0.104
5. N -0.531

The following is a quantum chemistry calculation of one molecule with the formula C3H3N3O, from the OMol25 dataset.

The geometry in XYZ format:
```
10
Properties=species:S:1:pos:R:3
O 2.07532 -0.34249 0.19763
C 0.76474 -0.13829 0.05194
C 0.32346 1.19152 -0.11222
N -0.95591 1.48025 -0.11690
N -1.84205 0.48412 -0.04102
C -1.37754 -0.74968 -0.01760
N -0.08966 -1.13832 0.06062
H 2.23315 -1.29221 0.31256
H 1.02325 2.00948 -0.24154
H -2.15475 -1.50436 -0.09347
```

ΔE to the lowest compared entry with this formula, charge and spin = 1.109 eV
E_HOMO = -9.73 eV
SMILES = Oc1cnncn1
multiplicity = 1

Atomic partial charges in e from the Mulliken method, atoms 1 to 5:
1. O -0.474
2. C 0.828
3. C -0.247
4. N -0.299
5. N -0.430

The following is a quantum chemistry calculation of C3H3N3O2 as an isolated structure at a distorted geometry, from the OMol25 dataset.

The geometry in XYZ format:
```
11
Properties=species:S:1:pos:R:3
C -1.27553 1.10456 0.00933
C -0.29201 0.12812 -0.30152
C 1.86060 -0.97161 -1.40674
N -1.54069 1.01802 1.29528
N 0.01374 -0.50847 0.83130
N -0.76210 0.06397 1.74100
O 2.31256 -1.28584 -2.41630
O 0.19008 -0.12443 -1.48456
H -1.75553 1.80195 -0.63870
H 1.99854 -1.00988 -0.33590
H -0.74965 -0.21639 2.70680
```

ΔE to the lowest compared entry with this formula, charge and spin = 3.674 eV
E_HOMO = -8.79 eV
multiplicity = 1

Atomic partial charges in e from the Mulliken method, atoms 1 to 5:
1. C -0.350
2. C 0.738
3. C 0.306
4. N -0.573
5. N -0.559